{
  "formula": "C34H30BCl3N11O4Ru",
  "method": "ωB97M-V with the def2-TZVPD basis set",
  "elements": ["H", "C", "H", "N", "O", "C", "C", "H", "C", "C", "H", "C", "N", "C", "O", "C", "B", "C", "C", "C", "H", "O", "H", "C", "C", "C", "H", "H", "H", "N", "N", "N", "H", "C", "Cl", "H", "H", "O", "H", "N", "C", "Ru", "N", "H", "C", "H", "H", "C", "Cl", "C", "C", "H", "C", "C", "C", "C", "H", "C", "H", "H", "C", "H", "H", "C", "N", "C", "H", "H", "H", "H", "C", "C", "N", "C", "H", "C", "H", "H", "H", "Cl", "C", "N", "C", "N"],
  "xyz": [[4.51678, -1.66558, 0.69052], [-4.87617, 3.58643, -3.26964], [-2.17376, 1.94475, 1.99171], [2.61732, -0.81999, 0.43022], [-1.60018, 0.85090, -3.64323], [-3.91433, -2.23994, 1.66981], [1.28516, 5.07745, -0.68849], [-0.70450, -4.61477, -1.52482], [-2.78269, -1.44827, 1.74329], [1.64708, -3.66694, 2.89422], [-1.63482, 2.57347, 3.56246], [-4.11162, 1.70596, -1.58067], [0.46642, 2.50184, -0.16597], [4.25195, -0.05147, -0.84000], [-4.37973, 4.58337, -3.78604], [-3.15137, 1.06744, -0.81334], [1.64216, -1.64152, 1.30566], [0.04971, 0.48759, 3.93251], [-4.64733, -0.85986, -0.14144], [-0.32321, 3.31469, -0.91570], [5.05890, -4.50632, 4.88271], [-5.92030, 2.94196, -3.28219], [1.10295, -4.34855, 0.50065], [2.96551, 1.70470, -2.17399], [0.83225, -0.58831, 3.55258], [5.12265, -3.79930, 4.05934], [3.28009, 1.30732, -3.13867], [-2.06891, -1.01717, -2.37102], [-5.13238, 1.35258, -1.62642], [2.27535, -2.67038, 2.20605], [-2.56925, -0.42910, 0.92101], [0.65540, -2.29466, 0.30388], [5.80727, -4.19606, 3.30903], [-0.38567, 1.07593, 2.74736], [-0.64035, -0.73715, -5.88550], [-4.04405, -3.07122, 2.34816], [2.95841, 4.59179, 0.60438], [0.23331, 0.56490, -2.36707], [5.21106, 0.09670, -1.30580], [0.12761, 0.37864, 1.71645], [-0.45840, 0.51772, -3.45904], [-0.03475, 0.53177, -0.31249], [-1.89213, 1.56043, -0.68377], [1.62873, 6.07710, -0.91718], [-1.30506, 2.23497, 2.58379], [5.54081, -2.86286, 4.42637], [-0.17734, 0.80556, 4.93519], [2.57122, -4.26925, 3.69981], [1.62167, -1.16631, -4.14356], [-3.47745, -0.11526, 0.00035], [-3.76701, 2.85528, -2.26616], [2.42117, -5.10136, 4.36659], [1.59011, 2.98019, 0.38999], [3.92426, -0.95618, 0.14614], [-4.85945, -1.93795, 0.69673], [-1.60721, 2.75585, -1.28065], [-0.81845, 3.07106, 2.08095], [3.77744, -3.56753, 3.45908], [-5.36926, -0.61247, -0.90738], [1.96047, 2.09409, -2.28600], [-2.51082, 3.39668, -2.10998], [-1.24478, -2.17447, -3.40668], [0.59294, -3.86385, 2.77468], [-0.37589, -3.71368, -1.03715], [-0.13716, -1.56215, -0.52770], [0.09471, 4.61335, -1.20169], [-0.53322, 5.24754, -1.81062], [-2.01768, -1.63784, 2.49006], [-2.24956, 4.30229, -2.64336], [-5.75471, -2.53670, 0.59639], [3.07149, 0.62550, -1.14897], [-1.71988, -2.04236, -2.43261], [2.08046, 0.14588, -0.37079], [0.39742, 0.00109, -4.67694], [1.36347, -1.30460, 4.15769], [-0.76592, -2.41097, -1.35324], [2.13736, 2.31288, 1.04265], [3.63805, 2.52478, -1.91861], [-2.58120, -2.70739, -2.39504], [1.19696, 1.43655, -5.34946], [0.52559, -3.59402, -0.00432], [0.86410, -0.64105, 2.21558], [2.03514, 4.25591, 0.15637], [3.57702, -2.61006, 2.57294]],
  "atomic_forces_ev_per_a": [[0.0, -0.1, 0.0], [1.2, -0.8, 1.0], [0.0, 0.0, 0.0], [0.3, 0.0, 0.1], [0.3, -0.1, 0.3], [-0.1, 0.0, -0.1], [0.2, -0.1, 0.2], [0.0, 0.0, 0.0], [0.0, -0.1, 0.0], [-0.1, 0.0, 0.0], [0.0, 0.0, 0.0], [0.5, 0.0, 0.2], [-0.1, 1.0, -0.2], [-0.1, 0.0, -0.1], [-0.4, 0.1, -0.2], [0.2, 0.2, -0.1], [0.4, 0.1, 0.0], [-0.1, 0.1, -0.2], [0.0, 0.2, -0.2], [0.8, 0.2, 0.3], [0.0, 0.0, 0.0], [-0.2, 0.4, -0.2], [0.0, 0.0, 0.1], [-0.1, 0.0, 0.1], [0.0, 0.1, -0.1], [0.0, 0.1, -0.1], [0.0, 0.0, 0.0], [-0.1, 0.0, 0.1], [0.0, 0.1, -0.2], [-0.2, -0.2, -0.2], [0.4, 0.1, -0.1], [-0.2, -0.4, 0.3], [0.0, 0.0, 0.1], [-0.2, 0.1, 0.3], [0.0, 0.0, 0.1], [0.0, 0.0, 0.0], [0.0, 0.0, 0.1], [0.1, 0.0, 1.2], [0.0, 0.0, 0.1], [0.2, -0.2, 0.3], [-0.4, 0.1, -1.0], [-1.3, -2.1, -0.9], [-1.0, 1.4, -0.6], [0.0, 0.0, 0.0], [0.0, 0.0, -0.1], [0.0, 0.0, 0.0], [0.0, 0.0, 0.0], [0.1, 0.0, 0.0], [0.0, -0.1, 0.0], [0.0, -0.5, 0.2], [-1.4, 0.4, -0.9], [0.0, 0.0, 0.0], [0.3, -0.1, 0.3], [-0.2, 0.1, 0.1], [0.1, -0.1, 0.1], [-1.2, -0.4, -0.4], [0.0, 0.0, 0.0], [-0.3, 0.0, 0.0], [0.0, 0.0, 0.0], [0.0, 0.0, 0.0], [1.0, -0.1, 0.5], [0.0, 0.0, 0.0], [0.0, 0.0, 0.0], [0.0, 0.2, -0.1], [0.2, 0.5, 0.6], [-0.3, -0.2, -0.1], [0.0, 0.0, 0.0], [0.0, 0.0, 0.0], [-0.2, 0.0, 0.0], [0.0, 0.0, 0.0], [0.3, -0.3, 0.2], [0.0, 0.1, 0.1], [1.6, 0.2, -0.3], [-0.1, 0.1, 0.2], [0.0, 0.0, -0.1], [-0.2, -0.4, -0.1], [0.0, -0.1, -0.1], [0.0, 0.0, 0.0], [0.0, 0.0, 0.0], [0.0, 0.0, 0.0], [0.0, 0.2, -0.2], [0.1, -0.1, 0.3], [-0.2, 0.1, -0.2], [0.4, 0.3, -0.1]],
  "lowdin_charge": [0.11, -0.65, 0.07, 0.04, 0.08, -0.03, 0.01, 0.12, -0.12, -0.10, 0.09, 0.08, -0.06, 0.01, 0.00, -0.18, -0.65, 0.02, 0.02, -0.18, 0.08, 0.00, 0.13, -0.04, -0.01, -0.03, 0.07, 0.06, 0.12, -0.02, 0.08, 0.04, 0.08, -0.31, 0.67, 0.11, 0.13, -0.23, 0.12, -0.07, -0.77, 1.80, 0.02, 0.13, 0.00, 0.08, 0.12, 0.00, 0.64, -0.23, -0.02, 0.11, -0.12, -0.01, -0.03, -0.21, 0.08, -0.34, 0.12, 0.04, 0.07, 0.07, 0.13, 0.02, -0.02, 0.04, 0.13, 0.11, 0.13, 0.12, -0.31, 0.00, -0.04, -1.50, 0.14, -0.29, 0.13, 0.09, 0.10, 0.65, -0.02, 0.04, -0.02, 0.12],
  "s_squared": 6.022,
  "charge": 1,
  "e_homo_ev": [-9.964, -9.951],
  "e_lumo_ev": [-4.58, -6.68],
  "spin_multiplicity": 5
}

---

{
  "formula": "C34H30Cl2N8O2Ru",
  "method": "ωB97M-V with the def2-TZVPD basis set",
  "elements": ["H", "C", "H", "C", "C", "H", "C", "Cl", "H", "N", "C", "Ru", "C", "C", "C", "C", "C", "H", "C", "H", "N", "N", "C", "N", "H", "H", "H", "C", "H", "C", "C", "H", "C", "Cl", "H", "C", "C", "N", "H", "H", "C", "H", "C", "C", "H", "C", "C", "H", "C", "H", "C", "C", "O", "H", "N", "C", "H", "N", "O", "H", "H", "C", "H", "H", "C", "N", "H", "H", "H", "H", "H", "C", "C", "H", "C", "C", "C"],
  "xyz": [[2.84900, -2.65132, 1.34530], [-1.28487, -5.58084, 0.56174], [-2.92260, -2.49510, 3.57648], [-2.23871, -4.02665, 2.25009], [-2.33025, 2.65141, 4.03027], [-4.38733, 1.12225, 0.82107], [-0.40677, -0.73175, -4.30062], [-2.01971, -6.96658, 1.33950], [3.16343, 1.28127, 2.90428], [1.94242, -0.05268, -0.58747], [0.08664, -4.69193, -1.19226], [-0.18200, 0.03667, -0.26844], [0.49870, -0.68370, -5.40373], [1.96071, 3.35151, -1.80657], [-4.27573, 2.01235, 2.68392], [-0.51375, -5.76914, -0.55486], [-2.04101, 2.03276, -2.12754], [5.34375, 1.31980, -3.11562], [-2.33146, 1.25253, 1.19315], [1.34161, -1.76963, 1.22761], [1.19730, -0.64164, -6.31734], [-0.01791, 0.90668, 1.65612], [-0.88236, -3.18132, 0.42913], [-2.90464, -1.24716, -4.71919], [4.00758, -0.24837, -2.14081], [2.82748, -1.92677, -0.90406], [-0.31417, 2.42101, 3.75792], [1.51001, 2.05151, -1.50421], [-2.70695, 2.82994, -2.46890], [2.41076, 0.88823, -1.35383], [-1.48218, -4.28717, 1.08927], [-4.35189, 2.96155, 4.57707], [2.42196, -1.65468, 1.20265], [1.08382, -4.98402, -2.58790], [-1.83472, -0.70656, 2.33727], [-3.68284, 1.48787, 1.55511], [-0.06224, -3.35481, -0.76242], [-2.01660, 0.80440, -0.00610], [1.25353, 4.13854, -1.58157], [-0.45979, 3.43947, -2.22741], [-1.15979, 1.41373, 2.09869], [2.49530, -1.09927, 3.29205], [3.65752, 0.77110, -2.05013], [2.88811, -0.74325, 2.33245], [-2.70920, -4.84726, 2.77399], [3.16987, 3.80040, -2.33241], [2.55112, 0.73807, 2.17481], [-1.72640, 1.48834, -3.01497], [-3.69462, 2.56143, 3.81567], [-3.11125, 0.19010, -1.68570], [4.28136, 3.10275, -2.74549], [-1.73246, -1.71242, 1.97136], [0.47444, -2.36652, -1.30272], [-5.36116, 1.99967, 2.66679], [0.25540, 1.77052, -1.20253], [-1.78832, -1.03704, -4.53409], [2.85999, 1.11140, 1.20125], [0.05618, -0.45956, -3.10415], [-0.81221, -0.52237, -2.17084], [0.91550, 0.80801, 3.52057], [3.22224, 4.87853, -2.45581], [1.13883, 1.19425, 2.51627], [-1.10913, 3.25665, -0.59901], [-2.03855, 3.17216, 4.93775], [-2.35616, -2.74277, 2.68882], [-1.02436, -1.89844, 0.87818], [3.85868, -0.73653, -0.08912], [3.97886, -0.82245, 2.40144], [-3.73853, 1.63029, -0.87195], [-0.36227, -6.76654, -0.94564], [1.20922, 2.28436, 2.61732], [-2.83102, 1.11000, -1.17290], [-0.81670, 2.70578, -1.50364], [5.08676, 3.66734, -3.19822], [4.44497, 1.71512, -2.65153], [-1.25619, 2.17427, 3.29957], [2.83576, -1.12778, -0.16323]],
  "atomic_forces_ev_per_a": [[0.0, 0.0, 0.0], [0.0, 0.0, 0.0], [0.0, 0.0, 0.0], [0.0, 0.0, 0.0], [-0.1, 0.0, 0.0], [0.0, 0.0, 0.0], [0.0, 0.0, 0.0], [0.0, 0.0, 0.0], [0.0, 0.0, 0.0], [-0.2, -0.2, 0.0], [0.0, -0.1, 0.0], [0.0, 0.1, -0.2], [0.0, 0.0, 0.0], [0.0, 0.0, 0.0], [0.0, 0.0, -0.1], [0.0, 0.0, 0.0], [0.0, 0.0, 0.0], [0.0, 0.0, 0.0], [0.0, -0.1, -0.1], [-0.1, 0.0, 0.0], [0.0, 0.0, 0.0], [0.0, 0.0, -0.1], [-0.1, 0.0, 0.0], [0.0, 0.0, 0.0], [0.0, 0.0, 0.0], [-0.1, -0.1, -0.1], [0.0, 0.0, 0.0], [0.0, 0.0, 0.0], [0.0, 0.0, 0.0], [0.0, 0.0, 0.0], [0.0, 0.0, 0.0], [0.0, 0.0, 0.0], [0.0, 0.0, 0.0], [0.0, 0.0, 0.0], [0.0, 0.0, 0.0], [-0.1, 0.0, 0.0], [0.2, 0.1, 0.1], [-0.1, 0.0, 0.2], [0.0, 0.0, 0.0], [0.0, 0.0, 0.0], [0.0, 0.1, 0.1], [0.0, 0.0, 0.0], [0.0, 0.0, 0.0], [0.0, 0.0, 0.0], [0.0, 0.0, 0.0], [0.0, 0.0, 0.0], [0.0, 0.0, 0.0], [0.0, 0.0, 0.0], [0.1, 0.0, 0.0], [0.0, 0.0, 0.0], [0.0, 0.0, 0.0], [0.0, 0.0, 0.0], [0.5, -0.1, 0.3], [0.0, 0.0, 0.0], [0.0, -0.1, 0.1], [0.0, 0.0, 0.0], [0.0, 0.0, 0.0], [0.0, 0.1, 0.0], [0.0, 0.3, 0.0], [0.0, 0.0, 0.0], [0.0, 0.0, 0.0], [0.0, 0.0, 0.0], [0.0, 0.0, 0.0], [0.0, 0.0, 0.0], [0.0, 0.0, 0.0], [0.1, 0.0, 0.0], [0.0, 0.0, 0.0], [0.0, 0.0, 0.0], [0.0, 0.0, 0.0], [0.0, 0.0, 0.0], [0.0, 0.0, 0.0], [0.0, 0.0, 0.0], [0.0, 0.0, 0.0], [0.0, 0.0, 0.0], [0.0, 0.0, 0.0], [0.0, -0.1, 0.0], [-0.1, 0.0, 0.0]],
  "lowdin_charge": [0.12, -0.63, 0.10, -0.04, -0.10, 0.10, -0.31, 0.63, 0.11, -0.06, -0.59, 1.41, -0.20, -0.04, -0.10, -0.15, -0.15, 0.10, -0.25, 0.07, 0.13, -0.05, -0.12, 0.14, 0.10, 0.12, 0.07, -0.22, 0.11, -0.24, -0.18, 0.09, -0.19, 0.65, 0.08, -0.03, -0.43, -0.11, 0.09, 0.10, -0.26, 0.11, -0.02, -0.20, 0.08, -0.11, -0.19, 0.09, -0.13, 0.11, -0.13, -0.13, -0.10, 0.10, -0.09, -0.20, 0.10, 0.01, -0.29, 0.12, 0.10, -0.21, 0.12, 0.10, -0.05, 0.06, 0.11, 0.11, 0.09, 0.10, 0.11, -0.19, -0.21, 0.08, -0.10, -0.03, -0.22],
  "s_squared": 0.770,
  "charge": -1,
  "e_homo_ev": [-4.379, -4.355],
  "e_lumo_ev": [2.17, 1.65],
  "spin_multiplicity": 2
}

---

{
  "formula": "C34H30CoN7O7",
  "method": "ωB97M-V with the def2-TZVPD basis set",
  "elements": ["C", "C", "C", "H", "H", "C", "H", "C", "N", "O", "H", "C", "C", "C", "C", "Co", "H", "C", "C", "H", "N", "O", "N", "N", "H", "O", "H", "H", "H", "H", "C", "H", "H", "C", "C", "H", "C", "C", "N", "C", "O", "C", "H", "C", "H", "H", "C", "C", "C", "C", "H", "H", "H", "C", "O", "C", "H", "H", "C", "H", "H", "H", "C", "C", "H", "C", "C", "C", "C", "N", "N", "H", "O", "C", "O", "H", "H", "C", "H"],
  "xyz": [[3.60605, -1.13879, 1.22136], [-0.29487, -2.93881, -1.47274], [0.58277, 3.88042, -4.16908], [1.25896, -0.50032, 3.29740], [-2.19137, -2.02463, 4.75087], [0.83891, 0.39285, 3.74357], [3.87675, 2.73590, 1.08911], [-2.46803, -0.34584, -2.52559], [-3.55168, 0.22598, 0.74071], [7.06154, 0.84639, 2.09065], [1.52292, 2.89815, 0.65938], [1.12897, 2.48613, 4.89063], [4.87593, 0.89558, 1.40513], [-0.52661, -4.28727, -1.69207], [4.78945, -0.50619, 1.47597], [-0.32818, -0.35861, -0.21306], [2.11436, -1.43377, -4.78833], [2.54882, 1.03264, 0.87357], [-0.54118, 0.54955, 3.79332], [0.38544, 4.90485, -4.45385], [0.67985, -0.82880, -1.99493], [6.22971, 2.74450, 1.46885], [-2.22719, -0.18584, -1.16184], [-4.45890, -0.02143, -1.39972], [2.74463, 1.22445, 4.24948], [0.69099, -2.36679, -3.59836], [-6.33009, -0.78901, -0.79139], [1.77804, 3.23567, 5.32305], [-0.28690, -4.73229, -2.64766], [0.45105, -0.80271, -4.93378], [0.36014, -2.00580, -2.38727], [3.51649, -2.21579, 1.26498], [-0.42518, -1.89562, 4.66275], [1.67085, 1.36059, 4.28407], [0.15671, 1.99963, -2.73460], [-4.44801, 0.36370, 1.17335], [2.43927, -0.39759, 0.89001], [3.78449, 1.65715, 1.11517], [-0.59255, -2.36361, -0.31889], [-1.34904, -1.84493, 4.08885], [-1.32065, -2.88367, 3.07595], [-1.31158, -4.42489, 0.58144], [-1.69245, -4.98285, 1.42502], [-1.05894, -5.03048, -0.64455], [-1.25498, -6.08593, -0.77669], [-2.48346, -0.13605, 3.33133], [-1.05081, -3.06751, 0.69985], [1.39866, 1.80981, 0.63654], [-3.43174, 0.00823, -0.56236], [1.21169, -1.17010, -4.24701], [-0.67406, 3.49737, 5.45934], [-4.35993, -1.15983, -3.18963], [-0.37554, 1.56589, -1.90077], [-0.10886, 3.30704, -3.11282], [1.34620, -1.03294, 0.64842], [-0.24849, 2.63577, 4.96298], [-4.21559, 0.58848, -3.40609], [-2.15587, 1.78822, 4.48241], [-1.07996, 1.67262, 4.41223], [2.49349, -0.19623, -2.76959], [-2.70651, 0.22459, 1.28688], [2.08532, 3.58558, -5.67069], [1.10267, 1.24877, -3.41895], [-3.96895, -0.24337, -2.74303], [-0.85005, 3.88769, -2.57866], [-1.20610, -2.26816, 1.91837], [1.80277, 1.83478, -4.47225], [1.44104, -0.18403, -3.07659], [-1.46173, -0.52692, 3.28141], [6.16437, 1.54997, 1.67696], [-1.23438, -0.98865, 1.88808], [-6.01022, 0.89263, -0.30539], [-1.65818, -0.54852, -3.39102], [-5.86785, 0.15253, -1.09233], [0.25098, 1.37131, 0.42164], [2.56358, 1.26584, -4.99563], [5.68265, -1.05873, 1.73364], [1.53945, 3.14023, -4.85014], [-6.36931, 0.51184, -1.98733]],
  "atomic_forces_ev_per_a": [[-0.4, -0.1, 0.0], [-0.1, -0.4, -0.2], [0.0, 0.0, 0.0], [0.1, 0.0, 0.0], [0.0, 0.0, -0.1], [0.0, 0.0, 0.0], [0.0, 0.0, 0.0], [-0.2, 0.0, -0.1], [-0.1, 0.0, -0.2], [-0.1, 0.1, -0.1], [-0.2, 0.0, 0.2], [0.0, 0.0, 0.0], [-0.2, -0.1, 0.0], [0.0, 0.1, 0.0], [0.1, 0.2, 0.0], [2.3, -3.2, 1.4], [0.0, -0.1, 0.1], [-0.2, -0.7, -0.4], [0.0, 0.1, 0.0], [0.0, 0.0, 0.0], [-1.0, 0.7, 1.2], [0.0, -0.2, 0.1], [1.0, 0.3, 0.7], [0.0, 0.0, -0.1], [0.0, 0.0, 0.0], [0.0, -0.3, 0.1], [0.0, 0.0, 0.0], [0.0, 0.0, 0.0], [0.0, 0.0, 0.0], [0.0, -0.1, 0.0], [0.3, 0.3, -0.3], [0.1, 0.0, 0.0], [0.0, -0.1, -0.1], [0.1, -0.1, 0.0], [0.0, -0.2, 0.0], [0.0, 0.0, 0.0], [0.6, 0.7, 0.0], [0.2, 0.2, 0.1], [-0.3, 1.3, -0.4], [-0.1, 0.3, 0.1], [-0.1, -0.2, -0.2], [0.1, 0.1, -0.1], [0.0, 0.0, 0.0], [0.0, 0.0, 0.0], [0.0, 0.0, 0.0], [0.0, -0.1, 0.0], [-0.1, -0.3, 0.1], [0.5, -0.1, 0.1], [0.1, 0.2, 0.0], [0.0, 0.5, -0.1], [0.0, 0.0, 0.0], [0.0, 0.0, 0.1], [-0.1, 0.1, -0.1], [0.1, 0.1, 0.0], [-1.5, 0.1, -0.6], [0.1, 0.1, 0.0], [0.1, 0.0, 0.0], [0.0, 0.0, 0.0], [0.0, -0.1, -0.1], [0.0, -0.1, 0.0], [-0.1, 0.0, 0.1], [0.0, 0.0, 0.0], [-0.1, 0.1, 0.0], [0.0, 0.0, -0.1], [0.0, 0.0, 0.0], [-0.2, 0.2, 0.3], [0.0, -0.1, 0.1], [0.3, 0.3, -0.1], [0.0, 0.1, 0.3], [0.1, 0.1, 0.0], [0.6, 0.2, -0.8], [0.0, 0.0, 0.0], [-0.1, -0.1, 0.0], [-0.1, -0.1, 0.1], [-1.3, 0.3, -1.0], [0.0, 0.0, 0.0], [0.0, -0.1, 0.0], [0.0, 0.1, 0.0], [0.0, 0.0, 0.0]],
  "lowdin_charge": [0.03, -0.12, -0.06, 0.11, 0.15, -0.04, 0.14, -0.42, 0.24, 0.11, 0.16, -0.05, -0.13, 0.08, 0.05, 0.77, 0.14, -0.12, -0.20, 0.11, 0.15, 0.10, 0.13, -0.08, 0.11, 0.09, 0.11, 0.12, 0.14, 0.14, -0.32, 0.13, 0.14, -0.06, -0.05, 0.13, -0.31, 0.07, 0.11, -0.01, 0.08, 0.07, 0.14, 0.03, 0.14, 0.14, -0.13, -0.11, -0.36, -0.02, 0.12, 0.15, 0.06, -0.06, -0.06, -0.05, 0.16, 0.12, -0.02, 0.17, 0.07, 0.12, -0.18, 0.00, 0.11, -0.30, -0.03, -0.19, -0.21, -0.35, 0.13, 0.10, 0.12, 0.01, -0.06, 0.12, 0.14, -0.05, 0.11],
  "charge": 2,
  "e_homo_ev": [-13.816, -13.816],
  "e_lumo_ev": [-7.62, -7.61]
}